[1]
The following is a quantum chemistry calculation of a cluster of 2 separate species, C6H15NSi in total, from the OMol25 dataset.

Results
- LUMO (spin up / spin down): 0.085 / -0.020 eV
- Kohn-Sham gap (spin up / spin down): 8.90 / 6.69 eV

Structure (ORCA input):
```
! RIJCOSX wB97M-V def2-TZVPD def2/J DEFGRID3
* xyz 0 1
C 1.05940 0.39569 -0.00933
C 0.11172 0.68510 0.82981
C 2.96568 -1.21149 0.00405
C 3.36989 1.23046 -0.45692
C -3.20986 -1.42386 0.00699
C 2.53712 0.21816 0.32688
N -3.99766 -0.33608 -0.52652
Si -3.91118 1.28961 -0.01998
H 0.83844 0.25053 -1.06153
H 0.15838 0.85573 1.88928
H 2.85415 -1.41099 -1.06031
H 4.00808 -1.36955 0.27798
H 2.35281 -1.92367 0.55371
H 4.43246 1.06324 -0.28535
H 3.17448 1.13754 -1.52339
H 3.12465 2.24419 -0.14894
H -2.95276 -2.12767 -0.78733
H -2.28959 -1.02374 0.42905
H -3.74708 -1.97102 0.78960
H 2.67444 0.39620 1.39942
H -4.81392 -0.66815 -1.02157
H -4.62890 2.09427 -0.99198
H -4.11075 1.60550 1.38638
*
```



[2]
The following is a quantum chemistry calculation of an isolated molecule of C4HNOS, from the OMol25 dataset.

Results
- LUMO: -1.568 eV
- Kohn-Sham gap: 8.15 eV
- SMILES string: N#CC#CC(O)=S

Structure (ORCA input):
```
! RIJCOSX wB97M-V def2-TZVPD def2/J DEFGRID3
* xyz 0 1
C 1.30889 0.04499 -0.04222
C -0.07745 -0.14515 0.11715
C -1.25636 -0.43336 0.17956
C -2.65979 -0.47399 0.02759
H 2.70284 1.33402 -0.06777
N -3.87839 -0.36294 -0.14778
O 1.68619 1.33204 -0.02970
S 2.17408 -1.29561 -0.03683
*
```



For each record above, in turn, the calculated max |F| values are 1.4, 8.1 eV Å⁻¹.
For each record above, in turn, the calculated DFT total energy values are -15828.4704, -18533.5615 eV.